[1]
{"formula": "C18H38N4O10V", "method": "ωB97M-V/def2-TZVPD", "fmax_ev_per_a": 8.90, "total_charge": -1, "e_above_lowest_ev": 7.631, "gap_ev": 2.238, "energy_ev": -71391.39527, "symbols": ["O", "V", "O", "N", "O", "O", "O", "N", "O", "O", "O", "C", "C", "C", "C", "C", "C", "N", "O", "C", "C", "C", "H", "H", "H", "H", "H", "H", "H", "H", "H", "H", "H", "H", "H", "H", "H", "H", "H", "H", "H", "C", "C", "C", "C", "C", "C", "N", "O", "C", "C", "C", "H", "H", "H", "H", "H", "H", "H", "H", "H", "H", "H", "H", "H", "H", "H", "H", "H", "H", "H"], "xyz": [[15.572, -17.580, 21.002], [14.315, -16.622, 21.109], [13.024, -17.454, 21.703], [13.478, -14.104, 18.895], [12.935, -13.962, 17.848], [13.762, -15.213, 19.309], [13.442, -13.208, 19.665], [15.001, -10.607, 18.282], [14.580, -10.723, 19.450], [16.163, -10.355, 18.120], [14.332, -10.829, 17.269], [12.184, -14.675, 14.343], [11.037, -14.643, 13.288], [10.395, -16.055, 13.472], [9.099, -16.121, 12.672], [8.163, -15.145, 13.314], [8.683, -13.664, 13.240], [10.089, -13.593, 13.661], [10.538, -12.291, 13.513], [8.418, -13.046, 11.829], [7.825, -12.897, 14.186], [11.612, -14.455, 11.805], [12.777, -13.761, 14.324], [12.911, -15.476, 14.211], [11.743, -14.885, 15.317], [11.044, -16.735, 12.921], [10.134, -16.343, 14.490], [8.517, -17.040, 12.741], [9.016, -15.988, 11.594], [7.985, -15.366, 14.366], [7.274, -15.187, 12.684], [9.017, -13.585, 11.094], [7.389, -13.198, 11.502], [8.662, -11.986, 11.890], [7.339, -12.042, 13.716], [6.934, -13.447, 14.486], [8.292, -12.623, 15.132], [12.484, -15.095, 11.672], [11.874, -13.453, 11.465], [10.777, -14.748, 11.167], [10.590, -12.204, 12.558], [15.896, -18.876, 15.561], [14.339, -19.004, 16.011], [13.791, -20.349, 15.437], [12.310, -20.727, 15.922], [12.399, -20.728, 17.455], [12.966, -19.482, 18.249], [14.196, -19.022, 17.504], [14.723, -17.944, 18.142], [11.804, -18.463, 18.508], [13.285, -20.110, 19.642], [13.521, -17.783, 15.594], [16.455, -17.957, 15.733], [16.108, -18.848, 14.492], [16.590, -19.639, 15.915], [13.600, -20.249, 14.368], [14.566, -21.080, 15.668], [12.039, -21.712, 15.542], [11.619, -19.960, 15.574], [13.105, -21.514, 17.722], [11.427, -21.098, 17.781], [11.127, -18.803, 19.292], [12.229, -17.479, 18.707], [11.188, -18.403, 17.611], [12.411, -20.529, 20.140], [13.991, -20.929, 19.503], [13.780, -19.492, 20.391], [13.508, -17.726, 14.505], [13.972, -16.818, 15.828], [12.494, -17.848, 15.952], [15.587, -18.335, 18.293]]}


[2]
{"formula": "C47H88BF4N7O4Si2", "method": "ωB97M-V/def2-TZVPD", "fmax_ev_per_a": 2.35, "total_charge": 0, "gap_ev": 9.022, "energy_ev": -96092.00670, "symbols": ["C", "C", "B", "O", "Si", "C", "C", "C", "C", "C", "C", "C", "C", "C", "C", "C", "O", "C", "C", "C", "O", "F", "O", "Si", "C", "C", "C", "F", "F", "F", "H", "H", "H", "H", "H", "H", "H", "H", "H", "H", "H", "H", "H", "H", "H", "H", "H", "H", "H", "H", "H", "H", "H", "H", "H", "H", "H", "H", "H", "H", "H", "H", "H", "H", "H", "H", "H", "H", "H", "C", "C", "C", "C", "N", "H", "H", "H", "H", "H", "H", "H", "C", "C", "C", "C", "N", "H", "H", "H", "H", "H", "H", "H", "C", "C", "C", "C", "N", "H", "H", "H", "H", "H", "H", "H", "C", "C", "C", "C", "N", "H", "H", "H", "H", "H", "H", "H", "C", "C", "C", "C", "N", "H", "H", "H", "H", "H", "H", "H", "C", "C", "C", "C", "N", "H", "H", "H", "H", "H", "H", "H", "C", "C", "C", "C", "N", "H", "H", "H", "H", "H", "H", "H"], "xyz": [[-10.151, 0.811, 3.938], [-9.406, 0.678, 2.599], [-8.322, -0.459, 2.522], [-8.210, -1.386, 3.539], [-6.997, -0.585, 0.993], [-5.310, -0.234, 1.734], [-4.771, -1.401, 2.577], [-3.707, -2.265, 1.897], [-2.551, -1.474, 1.274], [-1.249, -2.292, 1.206], [0.035, -1.431, 1.191], [0.849, -1.435, -0.128], [2.228, -2.068, 0.049], [3.257, -1.636, -0.998], [3.833, -0.246, -0.697], [5.244, -0.038, -1.264], [6.194, 0.305, -0.266], [6.076, 1.632, 0.207], [-7.057, -2.348, 0.279], [-6.093, -2.705, -0.786], [-6.047, -3.742, -1.401], [-5.206, -1.735, -1.048], [-7.285, 0.604, -0.156], [-8.175, 0.360, -1.523], [-10.028, 0.391, -1.195], [-10.706, -0.882, -0.671], [-10.972, -1.931, -1.705], [-9.851, -2.461, -2.232], [-11.667, -2.959, -1.159], [-11.712, -1.454, -2.725], [-9.562, 0.435, 4.766], [-11.111, 0.305, 3.928], [-10.364, 1.855, 4.143], [-10.128, 0.565, 1.789], [-8.893, 1.616, 2.384], [-9.077, -1.715, 3.799], [-5.479, 0.612, 2.401], [-4.603, 0.116, 0.990], [-5.589, -2.051, 2.891], [-4.334, -1.029, 3.500], [-3.303, -2.940, 2.649], [-4.140, -2.915, 1.136], [-2.399, -0.533, 1.797], [-2.835, -1.238, 0.251], [-1.221, -2.924, 2.089], [-1.303, -2.926, 0.326], [-0.226, -0.414, 1.461], [0.679, -1.816, 1.976], [0.945, -0.413, -0.481], [0.309, -2.030, -0.858], [2.114, -3.150, -0.005], [2.635, -1.834, 1.031], [2.795, -1.614, -1.977], [4.083, -2.341, -1.017], [3.868, -0.085, 0.377], [3.183, 0.509, -1.134], [5.607, -0.945, -1.735], [5.234, 0.755, -2.013], [5.325, 2.200, -0.336], [5.792, 1.622, 1.258], [7.032, 2.140, 0.122], [-8.045, -2.638, -0.062], [-6.828, -2.999, 1.123], [-7.826, -0.915, -2.180], [-7.858, 1.453, -2.463], [-10.485, 0.643, -2.152], [-10.266, 1.225, -0.542], [-10.162, -1.333, 0.155], [-11.685, -0.616, -0.281], [3.366, -6.195, -1.427], [2.111, -5.889, -2.239], [2.411, -5.485, -3.684], [3.116, -4.209, -3.755], [3.570, -3.158, -3.815], [4.007, -5.316, -1.336], [3.097, -6.516, -0.421], [3.950, -6.994, -1.889], [1.537, -5.100, -1.757], [1.469, -6.767, -2.261], [1.474, -5.378, -4.234], [2.993, -6.257, -4.191], [-2.129, -3.100, -4.815], [-2.633, -4.499, -5.150], [-3.045, -5.302, -3.909], [-1.907, -5.548, -3.029], [-1.020, -5.714, -2.321], [-1.225, -3.139, -4.204], [-1.889, -2.551, -5.725], [-2.883, -2.535, -4.271], [-1.860, -5.045, -5.696], [-3.499, -4.430, -5.809], [-3.471, -6.261, -4.206], [-3.814, -4.768, -3.349], [10.520, 5.045, -2.319], [10.782, 4.871, -0.827], [9.740, 3.983, -0.143], [8.403, 4.559, -0.154], [7.343, 4.999, -0.192], [9.570, 5.552, -2.500], [11.307, 5.642, -2.779], [10.490, 4.078, -2.825], [10.810, 5.847, -0.338], [11.760, 4.413, -0.680], [10.032, 3.815, 0.895], [9.704, 3.004, -0.629], [5.319, 7.807, 4.259], [6.188, 6.996, 3.303], [5.448, 6.556, 2.036], [4.357, 5.632, 2.332], [3.502, 4.902, 2.565], [4.480, 7.215, 4.628], [5.897, 8.137, 5.123], [4.917, 8.694, 3.766], [6.580, 6.117, 3.818], [7.049, 7.595, 2.998], [6.141, 6.062, 1.351], [5.046, 7.426, 1.513], [10.110, 8.192, 2.615], [10.426, 7.733, 4.034], [11.703, 6.887, 4.112], [11.574, 5.627, 3.384], [11.476, 4.642, 2.806], [9.913, 7.343, 1.957], [9.227, 8.830, 2.607], [10.939, 8.763, 2.194], [9.585, 7.166, 4.436], [10.559, 8.603, 4.679], [11.944, 6.659, 5.152], [12.548, 7.444, 3.705], [11.587, 0.208, 1.056], [10.219, -0.440, 0.865], [10.073, -1.159, -0.480], [10.138, -0.240, -1.614], [10.183, 0.498, -2.491], [11.764, 0.990, 0.316], [11.654, 0.664, 2.043], [12.388, -0.529, 0.969], [9.435, 0.313, 0.960], [10.051, -1.171, 1.656], [9.115, -1.679, -0.522], [10.854, -1.914, -0.593], [-15.130, -3.331, -2.866], [-15.220, -3.482, -1.352], [-16.387, -4.370, -0.908], [-17.685, -3.789, -1.247], [-18.704, -3.332, -1.511], [-16.016, -2.837, -3.268], [-14.262, -2.732, -3.138], [-15.032, -4.303, -3.351], [-15.313, -2.498, -0.889], [-14.295, -3.922, -0.979], [-16.353, -4.523, 0.172], [-16.309, -5.355, -1.370]]}